The following is a DFT calculation (ωB97M-V/def2-TZVPD) of a 8-piece molecular cluster, C26H52O18 overall at a distorted geometry.

```
96
Properties=species:S:1:pos:R:3:forces:R:3:mulliken_charge:R:1
C 19.1466 10.5061 7.6240 -0.778 0.079 -0.818 -0.898
C 18.1286 9.8947 6.6887 -2.426 0.091 0.563 -0.234
O 17.5573 8.7052 7.3789 0.686 0.052 -0.956 -0.188
C 16.7384 7.9042 6.6625 2.127 0.682 3.248 0.798
O 16.3202 8.1413 5.5929 -1.027 0.268 -2.866 -0.664
O 16.5223 6.8413 7.4192 0.105 -0.408 -0.284 -0.280
C 15.8046 5.7757 6.7849 -0.086 0.693 -0.158 -0.763
H 18.6904 10.6481 8.6071 0.158 0.253 -0.194 -0.047
H 19.3969 11.4728 7.1487 0.284 -0.367 0.604 0.374
H 19.9904 9.8428 7.7199 0.502 0.045 0.065 0.367
H 18.4501 9.6591 5.6727 0.318 -0.356 0.281 0.518
H 17.2308 10.5577 6.5615 0.867 -0.232 0.068 0.092
H 14.9835 5.6042 7.4428 -0.796 -0.428 0.181 0.233
H 16.4390 4.9081 6.7377 0.288 -0.281 -0.068 0.235
H 15.4773 6.0982 5.7918 -0.014 -0.261 0.246 0.385
C 13.7895 14.1769 12.0334 0.108 0.161 0.218 -1.658
C 14.6386 13.3832 11.1265 1.335 1.140 -0.595 0.774
O 15.0209 14.2769 9.9982 -0.546 -1.358 0.866 -0.328
C 16.0937 13.9311 9.3184 1.642 0.696 -0.613 0.750
O 16.8131 12.9485 9.3875 -1.295 0.547 0.231 -0.443
O 16.3709 14.9941 8.5234 -0.046 -0.602 -0.722 -0.394
C 17.4353 14.7821 7.5663 0.272 0.604 0.581 -0.534
H 13.5878 13.5473 12.8542 -0.481 -0.825 1.147 0.394
H 12.8586 14.4918 11.6274 -0.759 0.090 -0.660 0.236
H 14.2664 15.0308 12.4412 0.737 0.917 0.203 0.506
H 14.0912 12.5380 10.7937 -0.318 -0.850 -0.790 -0.136
H 15.5743 13.0567 11.5966 -0.242 0.026 -0.084 0.178
H 17.3715 13.8085 7.0977 0.033 -0.222 0.128 0.150
H 18.3838 14.9306 8.0955 -0.079 -0.388 -0.218 0.283
H 17.3786 15.5540 6.7963 -0.384 -0.009 0.255 0.268
C 10.7075 7.4307 7.4521 -0.582 -1.205 0.476 -1.548
C 10.9673 8.6892 8.2055 1.525 1.090 0.471 0.410
O 9.9885 8.9585 9.2244 -1.220 0.552 -1.083 0.027
C 8.8322 9.4199 8.6132 0.432 -1.499 3.345 0.503
O 8.7015 9.5704 7.4686 -0.371 0.858 -3.300 -0.507
O 7.8280 9.5724 9.4778 0.807 0.291 -0.413 -0.388
C 8.2046 9.3358 10.8218 -1.145 0.725 1.662 -0.065
H 11.5964 7.1551 6.8622 -0.563 -0.020 0.102 0.334
H 9.7807 7.4550 6.8960 0.165 0.532 -0.899 0.414
H 10.4104 6.6229 8.1449 0.917 0.066 0.136 0.362
H 10.9674 9.5775 7.5346 0.350 -0.667 0.342 0.099
H 11.9341 8.6410 8.7626 -0.756 0.123 -0.572 -0.092
H 8.9025 10.1234 11.2049 -0.269 -1.022 -0.504 -0.175
H 8.5701 8.2941 10.9075 -0.165 0.827 0.465 0.214
H 7.2517 9.5356 11.3728 0.812 -0.658 -0.219 0.280
C 13.6129 7.4669 11.3528 1.079 1.115 -1.256 -0.784
C 12.3308 8.0720 11.7595 -1.894 -0.085 1.462 -0.332
O 12.3646 9.4959 11.5045 -0.658 0.235 0.234 0.023
C 11.4485 10.1921 12.2335 1.667 0.257 -1.489 0.282
O 10.6029 9.7278 12.9234 -0.714 -0.635 0.799 -0.589
O 11.6776 11.4967 12.0259 -0.115 0.153 0.658 0.088
C 10.9920 12.3421 13.0003 0.480 0.639 -0.294 -0.923
H 14.4080 8.0432 11.8145 0.260 0.295 -0.009 -0.030
H 13.7955 7.4860 10.2644 -0.199 0.009 0.360 0.068
H 13.7829 6.4929 11.7152 -0.331 -1.387 0.389 0.558
H 12.1804 7.9980 12.8574 0.225 -0.269 -0.537 0.551
H 11.3995 7.6108 11.3414 0.848 0.482 -0.135 0.064
H 10.8608 13.3336 12.5128 0.126 -0.830 0.394 0.214
H 11.6067 12.4274 13.9351 -0.511 -0.141 -0.877 0.277
H 10.0390 11.8799 13.2128 -0.212 0.181 0.199 0.451
O 8.7010 13.9001 10.4862 0.102 0.027 -0.418 -0.625
C 9.5203 13.5984 9.6687 1.573 -0.287 0.411 0.398
C 9.3744 12.9339 8.3171 -1.274 -0.610 -0.289 0.467
C 10.7045 13.1339 7.5844 0.870 0.421 1.275 -0.541
C 11.6407 13.0630 8.8313 -0.310 0.293 0.583 0.320
O 10.8800 13.7300 9.9276 -0.276 -0.312 -1.124 -0.290
H 9.1761 11.8473 8.5544 0.211 1.079 -0.421 -0.653
H 8.4547 13.3395 7.8533 0.587 -0.358 -0.023 0.446
H 11.0180 12.4217 6.8052 -0.489 0.073 0.429 0.279
H 10.8009 14.1490 7.1804 -0.274 -0.188 -0.060 0.355
H 11.7610 12.0251 9.1686 0.173 0.109 -0.189 -0.207
H 12.6331 13.5592 8.7689 -0.790 -0.228 -0.089 0.113
O 20.5374 8.8622 10.6027 2.065 -1.281 -1.384 -0.560
C 19.5438 9.2770 11.0518 -0.968 1.594 1.690 0.504
C 18.4496 8.4875 11.7552 1.304 -1.095 0.984 -0.354
C 17.5835 9.4606 12.4768 -0.506 2.506 -1.914 -0.039
C 17.9273 10.7616 11.6294 1.134 -0.075 0.978 0.333
O 19.3446 10.6299 11.1616 -2.332 -0.729 0.637 -0.423
H 17.9253 7.9466 10.9875 -0.212 -0.624 -0.137 0.156
H 19.0047 7.8204 12.4854 -0.793 0.311 -1.200 0.339
H 16.4912 9.3511 12.3372 0.571 -0.403 0.483 -0.198
H 17.8683 9.6510 13.4985 -0.072 -0.220 0.359 0.346
H 17.3211 10.8892 10.7564 -0.447 -0.100 -0.510 -0.410
H 17.8480 11.6620 12.2316 0.216 0.121 -0.055 0.352
C 15.1408 9.9648 8.9419 0.586 0.580 0.421 -0.150
O 14.1728 9.2225 8.1889 0.558 0.247 0.445 0.247
H 16.1314 9.4365 9.0042 -0.914 0.400 -0.097 -0.079
H 15.3346 10.9951 8.5171 -0.276 -1.054 0.315 0.246
H 14.7772 10.1074 9.9926 0.008 -0.217 -0.946 0.066
H 14.4104 9.2988 7.2544 -0.147 0.215 -0.121 -0.276
C 13.7785 10.9830 4.5280 -0.426 -0.242 -0.649 -0.767
O 14.5291 10.1367 5.3398 0.341 -0.253 1.109 -0.199
H 12.7288 10.9347 4.8074 -0.103 0.220 0.285 0.217
H 14.1425 12.0071 4.5411 0.006 0.168 0.059 0.248
H 13.8172 10.5886 3.5248 -0.049 0.250 -0.662 0.315
H 15.1114 9.5800 4.8209 0.180 -0.109 0.056 0.266
```
Forces are in eV/Å.

The value obtained for the total energy is -64659.61537 eV. For the molar mass, the calculation gives 652.684 g mol⁻¹. The SMILES is CCOC(=O)OC.CCOC(=O)OC.CCOC(=O)OC.CCOC(=O)OC.O=C1CCCO1.O=C1CCCO1.CO.CO.